The following is a DFT calculation (wB97M-V/def2-TZVPD) of a 2-piece molecular cluster, C3H11N2 overall.

Geometry as XYZ:
```
16
Properties=species:S:1:pos:R:3:nbo_charge:R:1
C 2.41573 -0.31243 0.96624 -0.631
H 1.96411 -0.21969 1.95220 0.214
N 0.23365 0.75170 0.26047 -0.721
H 0.86005 -1.16108 -0.33954 0.220
N -2.23458 -0.32696 -0.28324 -0.678
H 2.92358 -1.27158 0.86203 0.255
C 1.34524 -0.20865 -0.11052 -0.225
H -0.77048 0.39471 -0.00942 0.461
C -3.02217 -0.03272 -1.21653 0.050
H -2.67451 0.65900 -1.97528 0.178
H 0.43809 1.63032 -0.21284 0.425
H 0.23061 0.96721 1.25651 0.424
H 1.72903 0.08587 -1.09449 0.226
H -2.55940 -1.00885 0.39665 0.379
H -4.02837 -0.43837 -1.32304 0.191
H 3.14942 0.49152 0.87078 0.233
```

## Properties
Net charge: +1
E_tot: -230.1545 a.u.
Gap between HOMO and LUMO: 12.0972 eV
Energy above the lowest of the compared OMol25 structures with the same formula, charge and spin: 73.2 kJ/mol

***

The following is a DFT calculation (wB97M-V/def2-TZVPD) of a 2-piece molecular cluster, C3H11N2O overall.

Geometry as XYZ:
```
17
Properties=species:S:1:pos:R:3:nbo_charge:R:1
H 2.84640 0.60196 0.90104 0.401
H -1.50163 -0.25204 -0.57616 0.470
H 1.25021 0.08213 -1.51874 0.210
N -0.78303 -0.88588 -0.18705 -0.683
C 0.42348 -0.24765 0.40936 -0.016
N 2.57923 0.64295 -0.06510 -0.783
H -3.21572 1.09066 -1.53414 0.501
O -2.66816 0.35817 -1.84601 -0.981
H 0.89593 0.84662 2.16269 0.246
C 0.33822 -0.03851 1.88059 -0.671
H -0.54448 -1.51421 -0.95873 0.436
H 3.09464 1.23169 -0.68929 0.414
H 0.76907 -0.85390 2.46610 0.238
H -2.96194 0.16201 -2.74254 0.508
H -0.68593 0.12383 2.21444 0.231
C 1.37751 0.13087 -0.44219 0.045
H -1.21381 -1.47868 0.52575 0.434
```

## Properties
Net charge: +1
E_tot: -305.4114 a.u.
Gap between HOMO and LUMO: 9.2911 eV
Energy above the lowest of the compared OMol25 structures with the same formula, charge and spin: 108.4 kJ/mol

***

The following is a DFT calculation (wB97M-V/def2-TZVPD) of a 2-piece molecular cluster, C3H11N2O overall.

Geometry as XYZ:
```
17
Properties=species:S:1:pos:R:3:nbo_charge:R:1
H -2.09757 1.44483 0.26068 0.393
H -0.81266 1.66044 1.17379 0.365
C 0.21309 -1.05026 1.19055 -0.740
H -1.66833 -0.71021 -1.30944 0.284
N 2.10920 0.76181 -0.24422 -0.482
O 1.03893 0.05098 -0.79741 -0.282
H 2.62881 1.25918 -0.94879 0.414
H -0.25261 -1.15354 -2.19805 0.272
H 0.73237 -0.31616 1.72388 0.235
C 0.07808 -0.61039 -0.23161 0.732
H -1.12457 -2.19246 -1.03564 0.268
H 0.76387 -1.92091 1.27804 0.290
H -0.83056 2.50800 -0.19288 0.396
H -0.66765 -1.27381 1.81360 0.278
C -0.74046 -1.26106 -1.24642 -0.722
N -1.09417 1.60660 0.19690 -1.070
H 1.72421 1.19697 0.56703 0.369
```

## Properties
Net charge: +1
E_tot: -305.2956 a.u.
Gap between HOMO and LUMO: 10.1387 eV
Energy above the lowest of the compared OMol25 structures with the same formula, charge and spin: 412.4 kJ/mol

***

The following is a DFT calculation (wB97M-V/def2-TZVPD) of a 2-piece molecular cluster, C3H11N2O overall.

Geometry as XYZ:
```
17
Properties=species:S:1:pos:R:3:nbo_charge:R:1
H -2.30029 1.58683 -0.73202 0.382
H 0.38917 -2.63489 -0.05476 0.228
C 0.35703 -1.76210 -0.69112 -0.693
H 0.60810 -0.44672 2.02863 0.460
C 1.43139 1.68175 -0.62208 -0.524
H -0.73176 -1.50804 1.95075 0.436
H 1.80611 0.66463 -0.74148 0.183
H 1.24327 2.32325 -1.47564 0.203
H -0.95240 0.03624 1.83886 0.460
C -0.20647 -0.58624 0.02237 0.456
H 1.41563 -1.60959 -0.94488 0.251
N -1.64090 1.19016 -0.14587 -0.532
H -0.75576 1.64271 -0.20388 0.356
N -0.28499 -0.60361 1.48763 -0.755
H -0.24472 -1.85331 -1.54722 0.269
O -1.32072 -0.22624 -0.57644 -0.356
H 1.18733 2.10517 0.40714 0.175
```

## Properties
Net charge: +1
E_tot: -305.1798 a.u.
Gap between HOMO and LUMO (spin up / spin down): 9.0481 / 8.3447 eV
Energy above the lowest of the compared OMol25 structures with the same formula, charge and spin: 716.6 kJ/mol

***

The following is a DFT calculation (wB97M-V/def2-TZVPD) of a 2-piece molecular cluster, C3H11N2O overall.

Geometry as XYZ:
```
17
Properties=species:S:1:pos:R:3:nbo_charge:R:1
C -2.15815 0.66620 -2.19754 -0.416
H 2.80536 0.34551 1.41514 0.279
H -2.43506 1.70414 -2.05364 0.237
H 2.30115 0.41862 -0.25253 0.243
N -0.86227 0.42024 -1.46936 -0.696
H -2.00428 0.44840 -3.25513 0.241
C 1.95483 0.55674 0.77265 -0.740
H -0.18747 1.17019 -1.63314 0.434
C 0.87963 -0.47380 1.05251 0.667
N -0.38052 0.04023 1.40276 -0.894
H -0.34185 0.91969 1.89852 0.404
H -0.96413 0.33248 -0.43396 0.466
H -0.96656 -0.65859 1.85082 0.420
O 1.04057 -1.65245 0.89592 -0.545
H 1.61867 1.58748 0.91806 0.216
H -0.42373 -0.44748 -1.77706 0.442
H -2.91596 0.02787 -1.76518 0.240
```

## Properties
Net charge: +1
E_tot: -305.4288 a.u.
Gap between HOMO and LUMO: 10.3950 eV
Energy above the lowest of the compared OMol25 structures with the same formula, charge and spin: 62.8 kJ/mol

***

The following is a DFT calculation (wB97M-V/def2-TZVPD) of a 2-piece molecular cluster, C3H11N2O overall.

Geometry as XYZ:
```
17
Properties=species:S:1:pos:R:3:nbo_charge:R:1
O -2.18691 -2.72961 -1.58569 -0.542
C 0.95004 -0.72027 0.76395 -0.401
C -1.55300 -1.74095 -1.28371 0.514
N -2.14083 -0.49036 -1.28995 -0.827
H 1.41515 -1.32706 1.55037 0.254
N 1.25607 0.75225 1.08862 -0.505
H -3.14499 -0.44870 -1.38240 0.421
H 0.99001 2.79257 0.56816 0.252
C 0.91035 1.80441 0.10563 -0.428
H -0.13161 -0.79869 0.77472 0.229
H 1.54809 1.76326 -0.76773 0.249
H -0.53472 -1.78689 -0.84708 0.086
H 1.41499 -0.82843 -0.20274 0.235
H -1.69190 0.20920 -0.64522 0.352
H 2.29862 0.85548 1.25479 0.445
H 0.76693 0.98237 1.98757 0.442
H -0.16629 1.71141 -0.08929 0.223
```

## Properties
Net charge: +1
E_tot: -305.3746 a.u.
Gap between HOMO and LUMO: 9.0550 eV
Energy above the lowest of the compared OMol25 structures with the same formula, charge and spin: 205.1 kJ/mol

***

Please write out number 6 again, unchanged.
The following is a DFT calculation (wB97M-V/def2-TZVPD) of a 2-piece molecular cluster, C3H11N2O overall.

Geometry as XYZ:
```
17
Properties=species:S:1:pos:R:3:nbo_charge:R:1
O -2.18691 -2.72961 -1.58569 -0.542
C 0.95004 -0.72027 0.76395 -0.401
C -1.55300 -1.74095 -1.28371 0.514
N -2.14083 -0.49036 -1.28995 -0.827
H 1.41515 -1.32706 1.55037 0.254
N 1.25607 0.75225 1.08862 -0.505
H -3.14499 -0.44870 -1.38240 0.421
H 0.99001 2.79257 0.56816 0.252
C 0.91035 1.80441 0.10563 -0.428
H -0.13161 -0.79869 0.77472 0.229
H 1.54809 1.76326 -0.76773 0.249
H -0.53472 -1.78689 -0.84708 0.086
H 1.41499 -0.82843 -0.20274 0.235
H -1.69190 0.20920 -0.64522 0.352
H 2.29862 0.85548 1.25479 0.445
H 0.76693 0.98237 1.98757 0.442
H -0.16629 1.71141 -0.08929 0.223
```

## Properties
Net charge: +1
E_tot: -305.3746 a.u.
Gap between HOMO and LUMO: 9.0550 eV
Energy above the lowest of the compared OMol25 structures with the same formula, charge and spin: 205.1 kJ/mol